(1)
This record from OMol25 describes a structure of composition C24H59CrN8O15SZr in a non-equilibrium geometry. The level of theory is the ωB97M-V functional and the def2-TZVPD basis.

Cartesian coordinates (Å):
Cr (-1.64, -1.36, 2.73)
Zr (-1.40, -0.66, -2.66)
O (-3.01, -0.21, 3.56)
H (-3.56, 0.53, 3.89)
O (0.37, -0.12, -3.61)
H (1.10, -0.18, -4.26)
O (-2.55, -2.29, -2.13)
H (-3.02, -3.14, -2.09)
S (-0.21, -0.39, 0.61)
O (-0.28, -1.70, 1.26)
O (-1.31, 0.13, 1.41)
O (1.04, 0.36, 0.85)
O (-0.57, -0.54, -0.80)
C (-0.89, 2.78, -1.82)
O (-0.99, 1.62, -2.17)
N (-1.01, 3.86, -2.63)
C (-0.57, 5.12, -2.15)
C (-1.26, 3.76, -4.01)
H (-0.53, 3.03, -0.81)
H (0.44, 5.06, -1.74)
H (-1.12, 5.53, -1.30)
H (-0.66, 5.92, -2.89)
H (-1.92, 4.48, -4.48)
H (-0.32, 4.04, -4.49)
H (-1.40, 2.79, -4.49)
C (0.86, 4.02, 1.46)
O (-0.04, 4.86, 1.18)
N (2.09, 4.37, 1.64)
C (3.20, 3.42, 1.79)
C (2.57, 5.76, 1.44)
H (0.69, 2.94, 1.62)
H (3.93, 3.49, 0.98)
H (2.99, 2.37, 1.97)
H (3.74, 3.69, 2.70)
H (3.55, 5.81, 1.90)
H (2.73, 6.07, 0.41)
H (1.95, 6.54, 1.89)
C (5.62, -1.75, -0.29)
O (6.68, -2.44, -0.39)
N (4.42, -2.19, -0.70)
C (3.19, -1.44, -0.52)
C (4.24, -3.53, -1.26)
H (5.51, -0.77, 0.21)
H (3.22, -0.61, 0.18)
H (2.45, -2.18, -0.19)
H (2.85, -1.00, -1.46)
H (4.06, -3.42, -2.33)
H (5.17, -4.08, -1.14)
H (3.41, -4.06, -0.80)
C (-3.46, -3.09, 0.74)
O (-2.85, -2.31, 1.39)
N (-3.62, -4.39, 0.97)
C (-4.63, -5.10, 0.17)
C (-2.84, -5.23, 1.95)
H (-4.19, -2.81, -0.04)
H (-5.15, -5.88, 0.72)
H (-4.21, -5.47, -0.76)
H (-5.50, -4.50, -0.12)
H (-3.44, -5.58, 2.79)
H (-2.49, -6.17, 1.54)
H (-1.90, -4.79, 2.30)
C (0.80, 0.30, 4.13)
O (-0.11, -0.54, 3.89)
N (1.40, 0.42, 5.30)
C (2.52, 1.36, 5.47)
C (0.88, -0.27, 6.51)
H (1.36, 0.90, 3.40)
H (3.47, 0.88, 5.69)
H (2.35, 2.06, 6.29)
H (2.73, 1.93, 4.57)
H (0.39, -1.23, 6.40)
H (1.72, -0.35, 7.21)
H (0.18, 0.42, 6.99)
C (2.24, 2.83, -3.63)
O (2.27, 3.57, -4.59)
N (2.60, 3.14, -2.38)
C (2.52, 2.22, -1.29)
C (3.10, 4.43, -2.12)
H (2.04, 1.75, -3.68)
H (3.51, 2.14, -0.84)
H (2.30, 1.23, -1.67)
H (1.81, 2.43, -0.49)
H (2.51, 4.89, -1.33)
H (4.16, 4.42, -1.86)
H (3.02, 5.05, -3.01)
C (-3.92, 0.75, -0.54)
O (-2.95, 0.29, -1.15)
N (-5.20, 0.29, -0.64)
C (-6.30, 0.93, 0.00)
C (-5.55, -0.76, -1.56)
H (-3.90, 1.63, 0.12)
H (-6.83, 0.19, 0.59)
H (-6.93, 1.24, -0.84)
H (-6.03, 1.76, 0.66)
H (-4.67, -1.13, -2.08)
H (-5.99, -1.54, -0.95)
H (-6.21, -0.25, -2.27)
C (0.80, -3.55, -2.40)
O (0.23, -2.42, -2.36)
N (0.55, -4.52, -1.53)
C (-0.37, -4.41, -0.40)
C (0.94, -5.87, -1.84)
H (1.53, -3.76, -3.19)
H (-0.81, -3.41, -0.49)
H (0.31, -4.59, 0.43)
H (-1.20, -5.12, -0.40)
H (1.25, -6.45, -0.97)
H (0.11, -6.33, -2.38)
H (1.80, -5.90, -2.51)

<S²>: 6.054
net charge: +3
E_HOMO (alpha / beta): -14.873 / -14.870 eV
total energy: -4005.3695 hartree
frontier orbital gap (alpha / beta): 6.381 / 2.677 eV
multiplicity: 5

Atom charges from the Mulliken analysis, given in e for atoms 1 to 8: 0.570, 1.450, -0.919, 0.225, -0.680, 0.243, -0.707, 0.190

(2)
This record from OMol25 describes a cluster of 4 separate species, C24H59NP in total in a non-equilibrium geometry. The level of theory is the ωB97M-V functional and the def2-TZVPD basis.

Cartesian coordinates (Å):
C (2.13, -3.48, -7.23)
C (1.67, -2.19, -7.14)
C (1.30, -1.54, -5.85)
P (0.77, 0.29, -6.15)
N (1.45, 0.80, -4.55)
C (0.93, 0.16, -3.36)
C (1.96, -0.69, -2.57)
C (3.37, -0.12, -2.58)
H (3.14, -3.69, -7.58)
H (1.49, -4.33, -6.99)
H (1.52, -1.57, -8.03)
H (0.53, -2.09, -5.29)
H (2.23, -1.54, -5.28)
H (-0.60, 0.08, -5.61)
H (0.38, 1.69, -6.48)
H (2.05, 0.56, -6.84)
H (0.23, -0.13, -7.47)
H (1.47, 1.80, -4.46)
H (0.05, -0.46, -3.56)
H (0.59, 0.95, -2.67)
H (1.94, -1.69, -3.00)
H (1.60, -0.80, -1.55)
H (3.37, 0.91, -2.22)
H (4.00, -0.70, -1.90)
H (3.81, -0.19, -3.57)
C (-0.26, -0.54, 0.65)
C (0.78, 0.34, 1.34)
C (1.14, -0.11, 2.75)
C (-0.03, -0.10, 3.74)
C (-0.71, 1.26, 3.91)
C (0.22, 2.34, 4.46)
H (-1.21, -0.54, 1.19)
H (-0.45, -0.19, -0.36)
H (0.10, -1.57, 0.59)
H (0.42, 1.38, 1.35)
H (1.69, 0.34, 0.73)
H (1.95, 0.52, 3.13)
H (1.54, -1.13, 2.70)
H (0.35, -0.43, 4.72)
H (-0.77, -0.83, 3.44)
H (-1.55, 1.14, 4.60)
H (-1.14, 1.59, 2.96)
H (0.62, 2.05, 5.43)
H (-0.32, 3.28, 4.59)
H (1.06, 2.53, 3.79)
C (-3.70, -6.42, -4.03)
C (-4.31, -5.74, -5.26)
C (-3.28, -5.42, -6.34)
C (-2.18, -4.45, -5.93)
C (-2.68, -3.09, -5.43)
C (-3.44, -2.30, -6.49)
H (-2.96, -5.78, -3.54)
H (-4.47, -6.65, -3.29)
H (-3.21, -7.36, -4.31)
H (-4.83, -4.83, -4.95)
H (-5.07, -6.40, -5.68)
H (-3.81, -5.03, -7.22)
H (-2.81, -6.36, -6.67)
H (-1.52, -4.29, -6.78)
H (-1.56, -4.90, -5.15)
H (-1.81, -2.50, -5.12)
H (-3.30, -3.21, -4.54)
H (-2.81, -2.12, -7.36)
H (-3.74, -1.33, -6.10)
H (-4.35, -2.82, -6.81)
C (0.68, 4.88, 11.27)
C (0.98, 5.84, 10.13)
C (0.12, 5.60, 8.89)
C (0.30, 4.23, 8.23)
C (1.73, 3.90, 7.80)
C (2.27, 4.85, 6.74)
H (0.87, 3.85, 10.99)
H (1.30, 5.11, 12.14)
H (-0.37, 4.96, 11.58)
H (2.04, 5.78, 9.87)
H (0.81, 6.87, 10.47)
H (0.33, 6.38, 8.15)
H (-0.93, 5.72, 9.16)
H (-0.36, 4.17, 7.36)
H (-0.05, 3.45, 8.92)
H (1.74, 2.89, 7.40)
H (2.39, 3.90, 8.67)
H (1.64, 4.84, 5.85)
H (3.28, 4.56, 6.45)
H (2.32, 5.88, 7.11)

net charge: -1
E_HOMO: -3.222 eV
total energy: -1345.7530 hartree
frontier orbital gap: 5.314 eV

Atom charges from the Mulliken analysis, given in e for atoms 1 to 8: -0.649, -0.431, -0.424, -0.393, -0.305, -0.558, 0.048, -1.417

(3)
This record from OMol25 describes a cluster of 7 separate species, C24H60Br3N4O2 in total in a non-equilibrium geometry. The level of theory is the ωB97M-V functional and the def2-TZVPD basis.

Cartesian coordinates (Å):
C (-2.20, -4.02, 2.42)
C (-3.20, -4.84, 1.55)
C (-3.83, -3.86, 0.56)
O (-4.40, -2.71, 1.17)
C (-5.30, -2.03, 0.33)
N (-2.44, -5.92, 0.79)
H (-2.16, -6.72, 1.34)
H (-3.10, -6.31, 0.13)
H (-1.68, -5.55, 0.25)
H (-1.61, -4.63, 3.12)
H (-2.76, -3.45, 3.16)
H (-1.54, -3.35, 1.88)
H (-4.00, -5.19, 2.20)
H (-4.54, -4.40, -0.06)
H (-3.08, -3.56, -0.18)
H (-5.59, -1.11, 0.85)
H (-6.13, -2.70, 0.10)
H (-4.94, -1.66, -0.63)
C (-2.04, -0.28, -1.01)
C (-1.90, 0.29, 0.39)
C (-0.64, -0.29, 1.11)
O (-0.42, 0.31, 2.31)
C (-1.23, -0.08, 3.46)
N (-1.83, 1.84, 0.27)
H (-0.94, 2.06, -0.15)
H (-2.59, 2.25, -0.25)
H (-1.95, 2.20, 1.21)
H (-1.22, -0.13, -1.72)
H (-3.01, 0.06, -1.37)
H (-2.09, -1.36, -1.17)
H (-2.85, 0.28, 0.92)
H (0.25, -0.09, 0.51)
H (-0.55, -1.38, 1.14)
H (-0.89, -1.01, 3.93)
H (-2.27, -0.32, 3.28)
H (-1.23, 0.69, 4.24)
C (3.09, 0.47, 2.72)
C (2.64, 1.60, 3.59)
C (1.99, 2.81, 2.76)
N (1.23, 3.97, 3.61)
C (-0.06, 3.53, 4.21)
C (0.94, 5.00, 2.48)
C (0.70, 6.33, 3.33)
C (1.59, 6.09, 4.61)
C (2.10, 4.67, 4.56)
H (2.34, 0.25, 1.96)
H (3.34, -0.44, 3.26)
H (4.03, 0.74, 2.23)
H (3.52, 1.92, 4.15)
H (1.88, 1.26, 4.30)
H (1.18, 2.48, 2.12)
H (2.71, 3.22, 2.05)
H (-0.43, 2.59, 3.80)
H (-0.78, 4.35, 4.19)
H (0.09, 3.26, 5.26)
H (0.01, 4.80, 1.94)
H (1.75, 5.13, 1.76)
H (-0.35, 6.41, 3.60)
H (0.88, 7.22, 2.72)
H (0.91, 6.29, 5.44)
H (2.42, 6.80, 4.57)
H (1.93, 4.11, 5.48)
H (3.10, 4.64, 4.12)
C (1.05, -3.94, -7.21)
C (1.80, -3.16, -6.12)
C (0.89, -2.31, -5.26)
N (1.68, -1.21, -4.47)
C (0.58, -0.45, -3.65)
C (2.83, -1.72, -3.60)
C (3.54, -0.52, -3.12)
C (3.57, 0.39, -4.37)
C (2.42, -0.07, -5.30)
H (0.28, -4.53, -6.71)
H (1.61, -4.71, -7.74)
H (0.63, -3.31, -7.99)
H (2.49, -2.65, -6.81)
H (2.42, -3.86, -5.56)
H (0.38, -2.88, -4.48)
H (0.10, -1.84, -5.85)
H (-0.19, -0.03, -4.30)
H (1.01, 0.31, -3.00)
H (0.22, -1.31, -3.08)
H (2.32, -2.39, -2.92)
H (3.46, -2.36, -4.21)
H (3.10, 0.07, -2.31)
H (4.57, -0.66, -2.78)
H (3.51, 1.44, -4.07)
H (4.55, 0.33, -4.83)
H (1.70, 0.72, -5.50)
H (2.82, -0.39, -6.26)
Br (-4.13, 3.04, -2.02)
Br (1.44, 2.41, -0.77)
Br (-3.48, 3.04, 3.40)

net charge: +1
E_HOMO: -7.836 eV
total energy: -9041.5884 hartree
frontier orbital gap: 3.876 eV

Atom charges from the Mulliken analysis, given in e for atoms 1 to 8: -1.176, 0.188, -0.680, -0.279, -0.894, -0.229, 0.358, 0.370

(4)
This record from OMol25 describes a cluster of 4 separate species, C24H60BrN3O3 in total in a non-equilibrium geometry. The level of theory is the ωB97M-V functional and the def2-TZVPD basis.

Cartesian coordinates (Å):
C (-3.31, 1.51, -4.55)
C (-2.00, 0.74, -4.17)
N (-0.76, 1.73, -4.13)
C (-0.48, 2.27, -5.55)
C (-0.99, 2.92, -3.19)
C (0.14, 4.02, -3.10)
C (0.58, 1.02, -3.65)
C (0.96, -0.33, -4.28)
O (1.36, -0.25, -5.69)
C (2.65, 0.30, -5.94)
H (-3.68, 2.17, -3.76)
H (-4.07, 0.74, -4.62)
H (-3.12, 2.01, -5.50)
H (-1.69, 0.03, -4.94)
H (-2.09, 0.30, -3.17)
H (0.43, 2.85, -5.67)
H (-1.33, 2.94, -5.69)
H (-0.42, 1.41, -6.22)
H (-1.07, 2.52, -2.18)
H (-1.96, 3.35, -3.43)
H (0.92, 3.63, -2.45)
H (-0.27, 4.97, -2.75)
H (0.53, 4.16, -4.11)
H (0.43, 0.87, -2.59)
H (1.38, 1.76, -3.69)
H (0.17, -1.07, -4.15)
H (1.74, -0.75, -3.65)
H (3.39, -0.25, -5.36)
H (2.79, 1.26, -5.43)
H (2.92, 0.18, -6.99)
C (1.24, -6.02, 2.30)
C (1.69, -4.51, 2.20)
N (0.68, -3.56, 1.53)
C (0.06, -4.19, 0.28)
C (-0.32, -2.89, 2.64)
C (-1.07, -3.96, 3.39)
C (1.49, -2.31, 1.08)
C (2.21, -2.35, -0.36)
O (2.98, -3.56, -0.44)
C (3.50, -3.88, -1.67)
H (2.11, -6.61, 2.61)
H (0.83, -6.48, 1.40)
H (0.49, -6.20, 3.07)
H (2.66, -4.29, 1.75)
H (1.73, -4.12, 3.22)
H (0.80, -4.73, -0.30)
H (-0.52, -3.42, -0.23)
H (-0.65, -4.90, 0.70)
H (-0.93, -2.35, 1.93)
H (0.20, -2.22, 3.33)
H (-1.90, -3.53, 3.96)
H (-0.41, -4.50, 4.06)
H (-1.43, -4.76, 2.74)
H (2.29, -2.10, 1.80)
H (0.93, -1.38, 1.12)
H (2.78, -1.45, -0.60)
H (1.41, -2.27, -1.09)
H (2.79, -4.29, -2.39)
H (4.26, -4.58, -1.32)
H (4.11, -3.12, -2.14)
C (-2.71, 0.06, 3.92)
C (-2.34, 1.45, 4.52)
N (-1.29, 2.30, 3.74)
C (-1.00, 3.60, 4.54)
C (0.05, 1.48, 3.56)
C (0.57, 0.81, 4.84)
C (-1.93, 2.62, 2.39)
C (-0.97, 3.11, 1.26)
O (-0.12, 4.22, 1.65)
C (0.97, 4.54, 0.80)
H (-1.92, -0.68, 4.02)
H (-3.13, 0.01, 2.91)
H (-3.56, -0.34, 4.47)
H (-2.00, 1.36, 5.55)
H (-3.25, 2.04, 4.66)
H (-1.93, 4.17, 4.64)
H (-0.14, 4.09, 4.07)
H (-0.61, 3.36, 5.52)
H (0.79, 2.17, 3.16)
H (-0.31, 0.74, 2.85)
H (0.94, 1.53, 5.57)
H (1.45, 0.19, 4.61)
H (-0.09, 0.15, 5.41)
H (-2.60, 3.46, 2.60)
H (-2.61, 1.84, 2.06)
H (-1.59, 3.30, 0.38)
H (-0.34, 2.26, 0.97)
H (1.67, 5.16, 1.36)
H (0.67, 5.06, -0.11)
H (1.56, 3.65, 0.53)
Br (-1.38, -0.19, -0.39)

net charge: +2
E_HOMO: -12.880 eV
total energy: -3913.7763 hartree
frontier orbital gap: 8.947 eV
ΔE to the lowest compared entry with this formula, charge and spin: 67.1 kcal per mole

Atom charges from the Mulliken analysis, given in e for atoms 1 to 8: -1.284, -0.090, 0.388, -1.298, -0.491, -1.020, -0.364, -0.842

(5)
This record from OMol25 describes a cluster of 6 separate species, C24H60O6 in total in a non-equilibrium geometry. The level of theory is the ωB97M-V functional and the def2-TZVPD basis.

Cartesian coordinates (Å):
C (-0.73, 4.37, 1.47)
C (-1.15, 2.91, 1.77)
O (-1.25, 2.72, 3.15)
C (-1.79, 1.44, 3.52)
C (-1.82, 1.51, 5.01)
H (0.23, 4.54, 1.88)
H (-1.44, 5.10, 1.82)
H (-0.86, 4.39, 0.31)
H (-0.47, 2.19, 1.57)
H (-1.99, 2.84, 1.26)
H (-1.27, 0.57, 3.22)
H (-2.87, 1.38, 3.32)
H (-2.12, 0.63, 5.61)
H (-2.29, 2.37, 5.32)
H (-0.77, 1.81, 5.31)
C (-0.28, -4.79, 8.89)
C (-1.16, -5.11, 7.73)
O (-0.48, -4.79, 6.52)
C (-1.41, -4.77, 5.33)
C (-0.64, -4.55, 4.12)
H (0.19, -3.77, 9.06)
H (0.78, -5.41, 8.75)
H (-0.81, -5.19, 9.76)
H (-2.07, -4.45, 7.77)
H (-1.21, -6.30, 7.71)
H (-2.36, -4.21, 5.55)
H (-1.66, -5.86, 5.11)
H (-0.62, -3.56, 4.08)
H (-1.18, -4.51, 3.20)
H (0.29, -4.93, 4.06)
C (3.49, 4.18, -4.35)
C (3.26, 4.62, -2.90)
O (3.11, 3.44, -2.18)
C (2.94, 3.69, -0.85)
C (2.79, 2.48, -0.10)
H (2.44, 3.56, -4.66)
H (4.36, 3.55, -4.32)
H (3.96, 4.89, -5.14)
H (2.11, 5.00, -2.87)
H (4.14, 5.16, -2.58)
H (2.34, 4.45, -0.51)
H (3.90, 4.05, -0.47)
H (1.75, 2.23, -0.58)
H (2.66, 2.50, 0.84)
H (3.17, 1.47, -0.29)
C (-0.58, 2.11, -6.62)
C (-2.04, 2.07, -7.28)
O (-2.49, 0.77, -7.09)
C (-3.48, 0.59, -8.03)
C (-4.13, -0.68, -7.76)
H (-0.21, 1.26, -7.15)
H (-0.56, 1.92, -5.47)
H (-0.10, 3.08, -6.61)
H (-2.03, 2.54, -8.24)
H (-2.72, 2.91, -6.91)
H (-3.04, 0.88, -8.99)
H (-4.26, 1.28, -7.88)
H (-4.47, -0.73, -6.88)
H (-3.42, -1.33, -7.93)
H (-4.98, -0.84, -8.48)
C (-0.80, 1.25, -2.16)
C (-0.36, -0.04, -1.44)
O (-1.32, -0.63, -0.62)
C (-1.17, -1.90, -0.17)
C (-2.17, -2.16, 0.91)
H (-0.15, 1.75, -2.89)
H (-1.02, 2.03, -1.50)
H (-1.71, 0.99, -3.00)
H (0.61, 0.31, -0.92)
H (0.16, -0.80, -2.08)
H (-0.10, -2.22, 0.09)
H (-1.16, -2.39, -1.23)
H (-2.98, -2.14, 0.50)
H (-1.98, -1.17, 1.31)
H (-1.92, -3.09, 1.42)
C (1.53, -0.73, 2.49)
C (2.48, -1.76, 2.05)
O (2.54, -1.56, 0.61)
C (3.52, -2.50, 0.05)
C (3.53, -2.29, -1.37)
H (1.44, -0.71, 3.43)
H (0.52, -1.03, 2.02)
H (1.77, 0.18, 2.18)
H (2.18, -2.76, 2.25)
H (3.28, -1.60, 2.54)
H (3.55, -3.67, 0.11)
H (4.60, -2.47, 0.54)
H (4.21, -2.97, -1.72)
H (3.67, -1.20, -1.44)
H (2.55, -2.38, -1.88)

E_HOMO: -8.983 eV
total energy: -1401.2391 hartree
frontier orbital gap: 9.756 eV
SMILES: CCOCC.CCOCC.CCOCC.CCOCC.CCOCC.CCOCC
ΔE to the lowest compared entry with this formula, charge and spin: 307.4 kcal per mole

Atom charges from the Mulliken analysis, given in e for atoms 1 to 8: -1.147, -0.171, -0.408, 0.446, -1.589, 0.325, 0.376, 0.266